Entry 1:
This record from the OMol25 dataset describes 2 unconnected molecules or ions with the total composition C2H2I2OS in a non-equilibrium geometry. The level of theory is ωB97M-V/def2-TZVPD.

Each line ends with the Löwdin charge.
Positions of all 8 atoms, in Å:
C -1.717 2.030 0.060  -0.3860
C -1.193 0.800 -0.308  -1.2408
O -1.723 2.513 1.245  0.0359
S -0.439 -0.186 0.807  0.6071
I -1.631 0.138 -2.310  0.7440
I 4.062 -0.458 -2.828  -0.0020
H -1.994 2.674 -0.742  0.0946
H -1.152 2.048 1.966  0.1472

Values from the calculation:
Energy relative to the best compared isomer or geometry (same formula, charge and spin)   103.73 kJ/mol
LUMO energy (alpha / beta)   -1.9 / -3.2 eV
E_HOMO (alpha / beta)   -9.064 / -8.601 eV

---

Entry 2:
This record from the OMol25 dataset describes C2H2I2S in the gas phase in a non-equilibrium geometry. The level of theory is ωB97M-V/def2-TZVPD.

Each line ends with the Löwdin charge.
Positions of all 7 atoms, in Å:
C -0.274 -0.038 0.673  -1.0758
C 0.346 0.081 -0.730  -1.0672
S 1.483 -0.336 0.645  0.6979
I -1.775 -1.681 0.986  0.6391
I 0.432 2.052 -1.669  0.7148
H -0.377 0.748 1.467  0.0433
H 0.165 -0.826 -1.372  0.0479

Values from the calculation:
Energy relative to the best compared isomer or geometry (same formula, charge and spin)   32.08 kJ/mol
LUMO energy   -0.5 eV
E_HOMO   -9.289 eV

---

Entry 3:
This record from the OMol25 dataset describes C2H2I4 in the gas phase in a non-equilibrium geometry. The level of theory is ωB97M-V/def2-TZVPD.

Each line ends with the Löwdin charge.
Positions of all 8 atoms, in Å:
C 0.150 0.371 0.422  -0.6944
C 1.037 -0.323 -0.287  -0.7286
I -1.924 0.022 0.004  0.6141
I -1.962 -2.826 -0.038  -0.0305
I -1.859 2.878 -0.030  0.0234
I 3.174 -0.162 -0.106  0.7594
H 0.397 0.969 1.274  0.0240
H 0.987 -0.928 -1.239  0.0327

Values from the calculation:
Energy relative to the best compared isomer or geometry (same formula, charge and spin)   87.99 kJ/mol
LUMO energy   -1.9 eV
E_HOMO   -9.002 eV

---

Entry 4:
This record from the OMol25 dataset describes a molecular structure, C2H2I4 in a non-equilibrium geometry. The level of theory is ωB97M-V/def2-TZVPD.

Each line ends with the Löwdin charge.
Positions of all 8 atoms, in Å:
C -1.260 0.209 0.496  -0.5760
C 1.222 -0.282 -0.230  -1.8707
I -1.605 1.607 -1.077  0.6512
I 2.189 -0.480 1.642  0.6469
I 1.885 1.273 -1.585  0.5958
I 0.719 -2.154 -1.149  0.6332
H -1.378 0.498 1.577  0.0089
H -1.774 -0.672 0.326  -0.0894

Values from the calculation:
Energy relative to the best compared isomer or geometry (same formula, charge and spin)   318.17 kJ/mol
LUMO energy (alpha / beta)   -1.5 / -1.2 eV
E_HOMO (alpha / beta)   -8.405 / -8.382 eV

---

Entry 5:
This record from the OMol25 dataset describes a molecular structure, C2H2I4S in a non-equilibrium geometry. The level of theory is ωB97M-V/def2-TZVPD.

Each line ends with the Löwdin charge.
Positions of all 9 atoms, in Å:
C -1.540 0.129 0.029  -1.4895
C 1.440 -0.164 -0.071  -1.6431
S 0.187 -0.538 1.144  0.4519
I -2.261 -1.496 -1.113  0.7198
I -2.883 0.929 1.455  0.7204
I 1.792 1.976 -0.371  0.6666
I 3.225 -1.183 0.572  0.7179
H -1.131 0.909 -0.599  -0.0946
H 1.172 -0.562 -1.045  -0.0492

Values from the calculation:
Energy relative to the best compared isomer or geometry (same formula, charge and spin)   78.60 kJ/mol
LUMO energy   -0.9 eV
E_HOMO   -9.172 eV

---

Entry 6:
This record from the OMol25 dataset describes 2 unconnected molecules or ions with the total composition C2H2INO in a non-equilibrium geometry. The level of theory is ωB97M-V/def2-TZVPD.

Each line ends with the Mulliken spin population.
Positions of all 7 atoms, in Å:
C -1.881 -0.244 -0.271  0.4636
C -1.177 -1.325 -0.246  0.3848
N -2.487 0.839 -0.096  0.6273
O -0.610 -2.332 0.054  0.4928
I 4.464 1.027 -0.044  0.0001
H 4.358 0.564 1.438  0.0000
H -2.668 1.470 -0.834  0.0313

Values from the calculation:
Energy relative to the best compared isomer or geometry (same formula, charge and spin)   0.00 kJ/mol
Multiplicity   3
LUMO energy (alpha / beta)   0.6 / -1.5 eV
E_HOMO (alpha / beta)   -8.418 / -10.127 eV